1.
C23H24HgN6O4Se as an isolated structure in a non-equilibrium geometry, computed with wB97M-V/def2-TZVPD.

Its HOMO energy (spin up / spin down) is -2.738 / -3.998 eV. The energy relative to the best compared isomer or geometry (same formula, charge and spin) is 18.1 kcal per mole. As for the expectation value of S²: 0.8042. The strongest force on any atom is 3.5 eV Å⁻¹.

```
! wB97M-V def2-TZVPD RIJCOSX def2/J DEFGRID3
* xyz -1 2
Hg -0.21 0.08 0.01
Se 1.67 0.38 -2.29
O 0.00 -1.93 -0.38
O -1.30 1.52 -0.87
O 2.02 -0.17 1.27
O -0.78 -4.01 -0.56
N 2.11 2.99 -1.28
N -2.47 -1.10 0.47
N 0.45 2.92 -2.70
N -0.18 1.33 1.71
N -2.09 -2.46 0.38
N -1.28 2.01 2.09
C -3.40 2.96 1.84
C -5.63 4.23 3.00
C 3.00 -1.17 1.14
C 1.39 2.18 -2.09
C -0.52 2.40 -3.61
C -4.65 3.64 3.80
C -4.32 3.42 -0.38
C 0.54 4.20 -2.22
C -4.42 3.53 1.02
C -0.87 -2.83 -0.26
C 3.02 0.59 3.34
C 1.57 4.25 -1.35
C 1.99 0.56 2.44
C -5.51 4.18 1.63
C 1.82 2.15 4.71
C 3.23 2.56 -0.50
C -3.28 2.74 -0.95
C -2.25 2.15 -0.20
C 0.82 1.35 2.65
C -2.25 2.32 1.23
C 0.77 2.13 3.81
C 2.95 1.38 4.49
C -3.56 3.03 3.23
H -1.13 3.21 -3.99
H 2.72 -1.74 0.25
H 3.74 3.43 -0.09
H -6.26 4.64 1.00
H 2.90 1.91 0.31
H -6.48 4.73 3.45
H 3.99 -0.73 1.01
H -2.83 -3.14 0.23
H 3.77 1.39 5.18
H -2.82 -0.89 1.41
H 1.96 5.06 -0.77
H -3.17 -0.83 -0.22
H -5.09 3.87 -1.00
H -2.79 2.59 3.85
H -1.14 1.68 -3.06
H 1.75 2.77 5.59
H -0.02 1.88 -4.43
H -0.11 2.73 3.97
H -0.15 4.96 -2.53
H 3.91 0.00 3.18
H 3.00 -1.84 2.01
H -4.75 3.67 4.87
H 3.91 1.99 -1.14
H -3.23 2.62 -2.03
*
```

List of Mulliken charges in e, atom by atom: number 1, Hg, carries 2.460; number 2, Se, carries -0.317; number 3, O, carries -0.593; number 4, O, carries -1.017; number 5, O, carries 0.140; number 6, O, carries -0.755; number 7, N, carries 0.342; number 8, N, carries -0.284; number 9, N, carries 0.353; number 10, N, carries -0.169; number 11, N, carries -0.378; number 12, N, carries -0.582; number 13, C, carries 0.387; number 14, C, carries -0.437; number 15, C, carries -1.108; number 16, C, carries -0.448; number 17, C, carries -0.841; number 18, C, carries -0.733; number 19, C, carries -1.236; number 20, C, carries -0.383; number 21, C, carries 0.903; number 22, C, carries 0.480; number 23, C, carries -0.678; number 24, C, carries -0.507; number 25, C, carries 0.366; number 26, C, carries -0.855; number 27, C, carries -0.708; number 28, C, carries -0.885; number 29, C, carries -0.466; number 30, C, carries 0.809; number 31, C, carries 0.337; number 32, C, carries -0.376; number 33, C, carries -0.722; number 34, C, carries -0.680; number 35, C, carries -0.502; number 36, H, carries 0.319; number 37, H, carries 0.207; number 38, H, carries 0.325; number 39, H, carries 0.360; number 40, H, carries 0.301; number 41, H, carries 0.368; number 42, H, carries 0.345; number 43, H, carries 0.228; number 44, H, carries 0.384; number 45, H, carries 0.211; number 46, H, carries 0.429; number 47, H, carries 0.217; number 48, H, carries 0.311; number 49, H, carries 0.425; number 50, H, carries 0.213; number 51, H, carries 0.369; number 52, H, carries 0.339; number 53, H, carries 0.418; number 54, H, carries 0.437; number 55, H, carries 0.395; number 56, H, carries 0.397; number 57, H, carries 0.387; number 58, H, carries 0.329; number 59, H, carries 0.371



2.
C23H24IN2O2S2SbSn as an isolated structure, computed with wB97M-V/def2-TZVPD.

Its HOMO energy is -13.086 eV. The energy relative to the best compared isomer or geometry (same formula, charge and spin) is 2.0 kcal per mole. The strongest force on any atom is 0.6 eV Å⁻¹.

```
! wB97M-V def2-TZVPD RIJCOSX def2/J DEFGRID3
* xyz 2 1
I -1.46 2.74 -0.66
Sb 2.55 1.17 -0.47
Sn 0.04 0.15 0.14
S -0.57 2.32 3.06
S 0.46 0.24 4.89
O 2.34 -3.04 4.12
O 1.10 -1.57 0.31
N 0.48 0.01 2.26
N 1.09 -1.21 2.58
C 2.15 -4.09 0.59
C -1.07 2.47 4.80
C -3.14 1.64 -0.08
C 3.19 -5.76 1.93
C -4.29 -0.43 0.36
C -1.90 -0.58 0.06
C -1.95 -1.95 0.18
C 3.06 -4.98 3.05
C 0.03 1.84 5.63
C 1.99 -3.26 1.72
C 2.73 2.06 -2.38
C -3.06 0.24 0.10
C 4.01 -0.33 -0.31
C 2.44 -3.73 2.97
C 3.05 2.66 0.92
C -4.30 2.34 0.05
C 1.36 -1.96 1.55
C -5.49 0.31 0.49
C 0.17 0.76 3.27
C -4.32 -1.84 0.49
C -3.19 -2.59 0.39
C 2.73 -5.32 0.68
C -5.50 1.67 0.35
H 4.01 -0.71 0.71
H 4.96 0.15 -0.54
H -2.02 1.95 4.92
H 2.83 -5.95 -0.19
H -3.22 -3.67 0.49
H 2.02 2.88 -2.46
H -6.42 2.23 0.46
H 3.66 -6.73 2.01
H -1.05 -2.55 0.13
H -0.30 1.66 6.66
H 3.74 2.43 -2.47
H 2.32 3.46 0.89
H 3.41 -5.31 4.02
H 3.80 -1.12 -1.01
H -5.27 -2.32 0.66
H -1.20 3.52 5.02
H 2.53 1.31 -3.14
H 1.86 -2.21 3.95
H -6.41 -0.23 0.69
H -4.32 3.41 -0.11
H 1.79 -3.72 -0.37
H 0.92 2.46 5.65
H 3.09 2.22 1.92
H 4.03 3.03 0.64
*
```

List of Mulliken charges in e, atom by atom: number 1, I, carries 0.049; number 2, Sb, carries 0.675; number 3, Sn, carries 1.220; number 4, S, carries 0.020; number 5, S, carries 0.000; number 6, O, carries -0.622; number 7, O, carries -0.525; number 8, N, carries 0.252; number 9, N, carries -0.782; number 10, C, carries -0.535; number 11, C, carries -0.656; number 12, C, carries 0.369; number 13, C, carries -0.349; number 14, C, carries 0.864; number 15, C, carries 0.200; number 16, C, carries -0.679; number 17, C, carries -0.743; number 18, C, carries -0.596; number 19, C, carries 0.405; number 20, C, carries -1.103; number 21, C, carries 0.180; number 22, C, carries -1.147; number 23, C, carries 0.524; number 24, C, carries -1.183; number 25, C, carries -0.642; number 26, C, carries 0.854; number 27, C, carries -0.895; number 28, C, carries 0.038; number 29, C, carries -0.748; number 30, C, carries -0.982; number 31, C, carries -1.005; number 32, C, carries -0.779; number 33, H, carries 0.350; number 34, H, carries 0.480; number 35, H, carries 0.328; number 36, H, carries 0.454; number 37, H, carries 0.452; number 38, H, carries 0.365; number 39, H, carries 0.426; number 40, H, carries 0.411; number 41, H, carries 0.738; number 42, H, carries 0.413; number 43, H, carries 0.378; number 44, H, carries 0.395; number 45, H, carries 0.474; number 46, H, carries 0.387; number 47, H, carries 0.429; number 48, H, carries 0.418; number 49, H, carries 0.397; number 50, H, carries 0.532; number 51, H, carries 0.427; number 52, H, carries 0.438; number 53, H, carries 0.479; number 54, H, carries 0.326; number 55, H, carries 0.377; number 56, H, carries 0.447



3.
C23H25BeN2O9 as an isolated structure in a non-equilibrium geometry, computed with wB97M-V/def2-TZVPD.

Its HOMO energy (spin up / spin down) is -12.608 / -12.606 eV. As for the expectation value of S²: 0.7650. The strongest force on any atom is 5.2 eV Å⁻¹.

```
! wB97M-V def2-TZVPD RIJCOSX def2/J DEFGRID3
* xyz 2 2
O 1.98 3.06 -0.30
O 2.09 0.79 1.20
O 1.55 -0.34 -0.54
O -6.69 -2.06 2.07
O -4.08 2.05 -0.25
O -2.18 -2.09 -3.27
O -1.36 -2.88 1.74
O 6.46 6.11 0.57
O 0.30 -0.48 1.27
N 5.62 1.17 -0.46
N 0.39 -2.90 -1.75
C 5.02 4.36 1.13
C -3.15 -1.65 2.66
C 0.66 -4.63 0.29
C 4.81 5.42 -1.06
C -3.96 0.91 -2.36
C -3.58 1.06 -1.05
C -5.35 -2.24 1.91
C 5.46 5.26 0.18
C 3.63 4.65 -1.29
C -3.48 -3.33 0.94
C -2.23 -0.93 -1.20
C 0.52 -3.67 -0.86
C 3.96 3.53 0.84
C -2.77 0.15 -0.44
C 3.21 3.70 -0.33
C -4.85 -3.13 0.98
C -2.59 -1.07 -2.52
C 4.44 -1.06 -1.31
C -3.56 -0.22 -3.05
C 5.10 0.20 -0.78
C -2.69 -2.64 1.77
C 1.34 -0.02 0.73
C -4.52 -1.48 2.76
Be 1.20 0.88 3.59
H 6.38 7.04 0.39
H -0.36 -4.88 0.60
H -1.31 -2.33 -2.93
H -2.45 0.27 0.58
H 2.31 2.21 0.01
H 3.05 4.82 -2.18
H 3.69 -1.35 -0.58
H -3.98 -0.48 -4.01
H 1.18 -4.03 1.04
H -2.47 -1.11 3.31
H -0.72 -2.19 1.87
H -4.74 -0.70 3.47
H -5.52 -3.54 0.24
H 3.44 3.01 1.63
H 5.22 -1.81 -1.45
H 5.15 6.07 -1.85
H -1.62 -1.64 -0.66
H 1.18 -5.55 0.04
H 5.43 4.41 2.13
H -7.00 -2.74 2.66
H -3.10 -4.05 0.24
H -4.83 1.42 -2.76
H 3.95 -1.05 -2.28
H -4.53 2.79 -0.67
H 0.95 -1.07 -0.66
*
```

List of Mulliken charges in e, atom by atom: number 1, O, carries -0.326; number 2, O, carries -0.779; number 3, O, carries -0.518; number 4, O, carries -0.521; number 5, O, carries -0.441; number 6, O, carries -0.438; number 7, O, carries -0.491; number 8, O, carries -0.448; number 9, O, carries -0.703; number 10, N, carries -0.381; number 11, N, carries -0.775; number 12, C, carries -0.474; number 13, C, carries -0.586; number 14, C, carries -0.702; number 15, C, carries -0.558; number 16, C, carries -0.649; number 17, C, carries 0.678; number 18, C, carries -0.040; number 19, C, carries 0.493; number 20, C, carries -0.652; number 21, C, carries -0.154; number 22, C, carries 0.278; number 23, C, carries 0.693; number 24, C, carries 0.000; number 25, C, carries -0.856; number 26, C, carries 0.707; number 27, C, carries -0.500; number 28, C, carries 0.458; number 29, C, carries -0.673; number 30, C, carries -0.479; number 31, C, carries 0.400; number 32, C, carries 0.458; number 33, C, carries 0.932; number 34, C, carries -0.452; number 35, Be, carries 0.774; number 36, H, carries 0.368; number 37, H, carries 0.179; number 38, H, carries 0.390; number 39, H, carries 0.627; number 40, H, carries 0.198; number 41, H, carries 0.451; number 42, H, carries 0.079; number 43, H, carries 0.471; number 44, H, carries 0.227; number 45, H, carries 0.449; number 46, H, carries 0.217; number 47, H, carries 0.391; number 48, H, carries 0.473; number 49, H, carries 0.289; number 50, H, carries 0.360; number 51, H, carries 0.451; number 52, H, carries 0.241; number 53, H, carries 0.375; number 54, H, carries 0.453; number 55, H, carries 0.337; number 56, H, carries 0.419; number 57, H, carries 0.376; number 58, H, carries 0.287; number 59, H, carries 0.364; number 60, H, carries 0.255



> Which of these has the lowest strongest force on any atom?

C23H24IN2O2S2SbSn